The following is a DFT calculation (wB97M-V/def2-TZVPD) of a single C3H5NO molecule.

Summary:
Lowest unoccupied orbital energy: 0.9 eV
Relative energy (zero: lowest compared OMol25 entry of this formula, charge and spin): 380.9 kJ/mol

Geometry as ORCA input:
```
! wB97M-V def2-TZVPD RIJCOSX def2/J DEFGRID3
* xyz 0 1
O 1.967 -1.072 0.264
C 1.248 0.059 0.343
N 0.006 0.063 0.077
C -1.214 0.814 -0.050
C -1.155 -0.688 -0.202
H 1.797 0.935 0.665
H -1.614 1.238 0.872
H -1.211 1.507 -0.895
H -1.163 -1.050 -1.234
H 1.338 -1.806 0.159
*
```